No. 1
Below is a molecular structure, C5H7NO, with properties calculated with the ωB97M-V functional and the def2-TZVPD basis.

Cartesian coordinates (Å):
O 1.407 0.432 -0.672
N 1.743 -1.808 -0.099
C 0.387 1.322 -0.593
C 0.997 -0.806 -0.212
C -0.846 0.759 -0.211
C -1.338 -0.445 -0.968
C -0.465 -0.777 0.124
H -1.561 1.369 0.329
H 2.680 -1.620 -0.453
H 0.713 2.337 -0.394
H -2.381 -0.733 -0.836
H -0.749 -1.336 1.016
H -0.532 0.298 -2.413
H -0.098 0.990 -2.503

net charge	0
gap between HOMO and LUMO (alpha / beta)	7.68 / 7.63	eV
relative energy (zero: lowest compared OMol25 entry of this formula, charge and spin)	5.894	eV
spin multiplicity	1

No. 2
Below is a single H2NOP molecule at a distorted geometry, with properties calculated with the ωB97M-V functional and the def2-TZVPD basis.

Cartesian coordinates (Å):
P 0.140 -0.013 -0.073
O -1.117 -0.317 0.705
N -0.951 0.713 -0.895
H 1.101 0.732 0.904
H 0.826 -1.115 -0.641

net charge	0
gap between HOMO and LUMO	8.72	eV
relative energy (zero: lowest compared OMol25 entry of this formula, charge and spin)	5.442	eV
spin multiplicity	1

No. 3
Below is a molecular structure, C35H52O2P4Re at a distorted geometry, with properties calculated with the ωB97M-V functional and the def2-TZVPD basis.

Cartesian coordinates (Å):
Re -0.507 0.387 -0.135
P -3.294 1.074 -1.042
P -1.041 2.093 1.386
P -1.896 -1.447 0.818
P 2.291 -1.282 1.073
O -1.514 2.240 -2.329
O 1.031 -0.389 0.996
C -4.772 1.163 0.088
C 1.932 -1.161 3.798
C 4.996 -0.841 1.168
C 3.638 1.144 0.997
C -0.648 3.646 -3.866
C 2.573 -3.859 4.214
C 0.403 2.594 2.396
C -1.090 1.253 -4.435
C -1.766 -2.784 -0.420
C 2.720 -3.255 -2.465
C -1.355 1.630 -5.736
C 2.179 -3.053 5.286
C -1.023 2.325 -3.509
C 2.934 -2.370 -1.403
C -3.766 2.646 -1.949
C 2.619 -3.332 2.926
C 0.967 0.454 -1.604
C -0.921 3.990 -5.172
C -3.835 -0.158 -2.306
C -2.197 1.678 2.756
C 2.247 -2.563 -0.183
C 6.054 1.348 1.033
C 0.862 1.736 -0.823
C -3.654 -1.564 1.322
C 4.786 1.934 0.911
C 2.248 -1.995 2.711
C 1.271 -4.596 -1.082
C 1.859 -1.706 5.080
C -1.707 3.708 0.813
C 6.150 -0.046 1.188
C 1.899 -4.374 -2.309
C 3.731 -0.248 1.017
C -1.115 -2.014 2.378
C -1.323 2.990 -6.081
C 1.433 -3.700 -0.020
H -4.651 -0.791 -1.941
H -0.234 -2.629 2.174
H -1.822 -2.604 2.979
H -1.601 0.867 -6.473
H -2.016 2.394 3.568
H -4.834 2.874 -1.870
H 0.067 3.339 3.128
H 2.143 -3.458 6.296
H 5.091 -1.922 1.287
H 3.601 -1.506 -1.522
H -3.242 1.759 2.442
H 2.854 -4.895 4.377
H 1.771 1.975 -0.294
H -1.584 3.299 -7.096
H -3.221 3.473 -1.480
H -4.179 0.393 -3.192
H 1.748 -0.098 3.630
H -0.399 4.321 -3.044
H -2.594 -2.706 -1.135
H -3.774 -2.476 1.921
H -0.794 -1.157 2.979
H 1.200 3.027 1.783
H -0.793 5.036 -5.464
H 0.803 0.553 -2.676
H -1.273 3.992 -0.153
H -1.812 -3.766 0.072
H -4.324 -1.655 0.458
H 0.654 -5.477 -0.927
H -3.940 -0.703 1.933
H 2.946 -3.946 2.094
H -2.802 3.681 0.716
H -4.459 1.324 1.123
H 2.664 1.625 1.077
H -1.109 0.241 -4.046
H 3.215 -3.063 -3.415
H 4.683 3.016 0.765
H 1.574 -1.056 5.911
H -2.013 0.668 3.144
H 0.415 2.580 -1.353
H 0.937 -3.880 0.940
H -3.551 2.577 -3.022
H -1.223 0.327 -1.705
H -2.979 -0.789 -2.577
H -5.367 0.244 0.026
H 6.954 1.980 1.013
H 0.798 1.724 2.937
H 1.764 -5.082 -3.127
H 1.857 -0.179 -1.446
H -0.823 -2.719 -0.970
H -5.418 2.003 -0.199
H -1.446 4.472 1.558
H 7.139 -0.504 1.315

net charge	+4
gap between HOMO and LUMO (alpha / beta)	5.06 / 3.45	eV
spin multiplicity	4

No. 4
Below is 12 unconnected molecules or ions with the total composition C39H74Cl22N2OS at a distorted geometry, with properties calculated with the ωB97M-V functional and the def2-TZVPD basis.

Cartesian coordinates (Å):
Cl 3.563 3.005 -6.728
Cl -4.230 -1.883 -3.878
Cl -3.030 9.222 -2.450
Cl 0.271 9.542 -3.256
Cl -0.252 5.681 9.134
Cl 5.115 3.233 -9.753
Cl -1.748 -2.691 -6.570
Cl -3.936 4.009 3.936
Cl -1.441 3.354 6.175
Cl -0.070 7.054 -0.228
Cl -2.051 6.658 2.517
Cl -5.295 0.008 -0.805
Cl 0.072 7.626 6.353
Cl -5.483 -0.666 2.536
Cl 2.317 -5.600 9.654
Cl 0.086 -2.880 -3.702
Cl 2.526 -3.443 7.021
Cl -4.588 -4.019 -1.244
Cl 0.205 -6.879 -6.021
Cl 0.108 -0.477 -10.279
Cl -0.839 -5.369 -8.893
Cl 2.761 -1.258 -8.285
S 4.402 -2.655 3.028
O 0.797 -3.741 1.268
N 1.720 -1.393 -1.171
N 0.885 -2.103 4.254
C -1.040 0.057 2.382
C 3.741 -4.346 2.585
C 1.334 7.256 7.556
C 0.238 -6.781 -8.757
C 0.191 -3.595 6.042
C -2.336 9.401 -4.081
C -0.128 -7.665 -7.587
C -1.776 1.439 2.616
C 1.377 -2.843 -0.995
C -3.179 -3.879 -2.331
C 0.216 -2.956 3.462
C 4.023 -4.692 1.066
C 1.197 5.858 8.114
C 0.997 0.625 -9.197
C -0.595 3.777 2.283
C -1.389 8.126 0.305
C -5.888 -1.491 -0.045
C 5.315 3.127 -7.026
C 0.021 -2.847 -6.441
C 5.630 3.992 -8.224
C -2.947 -2.458 -2.782
C 0.897 -2.407 5.573
C -1.915 -0.992 1.614
C -0.684 2.461 3.124
C -1.494 8.196 1.811
C 0.432 -3.688 -5.258
C -4.091 3.171 5.499
C -1.244 -2.415 1.393
C 0.219 -2.571 1.930
C 2.468 0.288 -9.123
C 3.698 -5.396 8.545
C -6.598 -1.225 1.263
C -0.475 -4.169 3.780
C 1.875 -3.379 0.408
C 2.712 -4.710 0.171
C -3.146 3.725 6.541
C -0.504 -4.541 5.196
C 3.859 -3.963 8.094
C -0.992 8.722 -4.208
H 4.785 -3.856 7.526
H -2.335 1.789 1.719
H 0.889 -1.707 1.730
H 0.143 -7.344 -9.686
H 4.284 -5.060 3.252
H -2.211 -0.587 0.616
H 2.915 0.224 -10.114
H -0.727 -0.318 3.382
H -2.220 8.958 2.095
H 1.397 -1.729 6.280
H -2.850 -1.142 2.218
H -2.314 7.771 -0.144
H -3.337 -4.546 -3.177
H -3.365 3.278 7.511
H -2.502 1.260 3.455
H -0.546 3.588 1.175
H 0.367 -3.313 -7.363
H 0.316 4.394 2.518
H -7.381 -0.475 1.148
H -5.122 3.305 5.828
H -0.992 -4.787 3.017
H 0.275 -2.950 -1.142
H 3.553 -6.067 7.699
H 5.148 4.966 -8.152
H 5.709 2.118 -7.146
H -6.578 -1.952 -0.752
H 4.588 -5.717 9.086
H -1.173 9.116 -0.098
H 2.602 -2.649 0.839
H -1.181 -7.941 -7.607
H 2.117 -5.632 0.361
H 3.899 -3.279 8.941
H -0.075 -4.651 -5.257
H -1.023 -5.439 5.575
H -0.150 0.274 1.727
H -0.666 8.742 -5.249
H 6.706 4.148 -8.295
H 2.996 1.058 -8.561
H -1.243 -2.599 0.285
H 2.664 -4.356 2.867
H 4.577 -5.666 0.993
H -1.466 4.469 2.437
H -2.313 -4.236 -1.772
H 3.255 -1.891 3.026
H 1.143 5.115 7.319
H -1.035 7.682 -3.885
H 0.870 1.632 -9.596
H -1.956 -3.173 1.809
H 1.093 -0.988 -1.867
H 2.057 5.625 8.742
H 1.262 -6.419 -8.681
H 3.093 -4.771 -0.883
H 0.446 -1.845 -6.387
H 2.294 7.358 7.049
H -5.040 -2.160 0.087
H -2.003 -2.398 -3.333
H -2.270 10.465 -4.304
H -0.538 8.450 2.267
H 0.203 -3.801 7.131
H 1.283 8.008 8.343
H 4.752 -3.923 0.693
H -3.044 8.950 -4.776
H -7.058 -2.144 1.626
H -3.922 2.108 5.330
H 1.857 -3.378 -1.850
H 0.465 -8.579 -7.614
H 1.579 -0.936 -0.267
H 0.332 1.979 3.064
H 0.528 0.586 -8.215
H 1.507 -3.869 -5.287
H -0.815 2.717 4.212
H 5.759 3.561 -6.130
H -3.243 4.806 6.635
H -2.893 -1.771 -1.936

net charge	0
gap between HOMO and LUMO	8.95	eV
structure (SMILES)	CCCCCC[C@H](O[C@H](CN)CCCS)c1ccccn1.ClCCCl.ClCCCl.ClCCCl.ClCCCl.ClCCCl.ClCCCl.ClCCCl.ClCCCl.ClCCCl.ClCCCl.ClCCCl
spin multiplicity	1

No. 5
Below is 3 unconnected molecules or ions with the total composition C3H12O3 at a distorted geometry, with properties calculated with the ωB97M-V functional and the def2-TZVPD basis.

Cartesian coordinates (Å):
O 1.001 1.943 0.141
O -1.148 0.416 1.586
O 0.509 -1.840 0.957
C 0.952 -2.454 -0.131
C -2.060 0.469 0.526
C 1.077 2.336 -1.250
H 1.985 2.955 -1.403
H 0.176 2.877 -1.602
H 1.732 -3.071 0.057
H -1.528 -0.161 -0.163
H 0.744 -1.714 -1.110
H 0.241 -3.128 -0.260
H 1.239 1.535 -2.026
H 0.220 1.478 0.207
H 0.911 -2.329 1.745
H -1.056 -0.490 1.667
H -2.891 -0.194 0.796
H -2.104 1.376 0.264

net charge	0
gap between HOMO and LUMO	10.49	eV
structure (SMILES)	CO.CO.CO
relative energy (zero: lowest compared OMol25 entry of this formula, charge and spin)	4.154	eV
spin multiplicity	1

No. 6
Below is 9 unconnected molecules or ions with the total composition C27H54Br8O9 at a distorted geometry, with properties calculated with the ωB97M-V functional and the def2-TZVPD basis.

Cartesian coordinates (Å):
Br -7.012 3.554 2.603
Br 0.588 6.630 4.337
Br 4.627 3.802 1.557
Br -5.352 3.249 -2.641
Br -4.634 6.022 2.651
Br -7.277 1.443 -5.102
Br 2.256 9.371 2.890
Br 6.236 3.526 5.982
O -1.996 -0.631 -7.147
O 1.588 3.302 -3.478
O 5.202 -3.530 1.039
O -1.539 -0.134 2.455
O -2.263 -8.647 3.261
O -0.707 -7.468 4.493
O -3.026 -2.660 -7.636
O 4.772 -2.709 3.120
O -0.335 2.204 -3.000
C -3.538 -2.288 -8.864
C -1.743 -2.501 -5.630
C 0.634 0.946 2.079
C -0.540 -5.047 5.176
C -2.281 -1.818 -6.916
C 5.388 2.922 4.250
C -5.614 1.330 -2.723
C 4.928 -3.655 2.335
C -5.700 0.797 -4.149
C -1.407 -6.152 4.485
C -0.276 -9.724 3.779
C 5.559 4.094 3.283
C -5.439 3.498 3.748
C 4.730 -5.089 2.764
C -0.491 -0.088 1.796
C 0.002 8.535 4.491
C 5.342 -2.246 0.516
C 0.438 3.093 -2.821
C 1.954 2.576 -4.576
C -1.173 -8.506 3.809
C -4.927 -1.731 -8.773
C 2.580 1.206 -4.126
C 0.230 9.164 3.122
C -0.350 -1.128 0.704
C 6.716 -2.062 0.027
C -4.274 4.125 3.067
C 0.188 4.179 -1.808
H 0.356 -4.917 4.569
H -5.318 -1.529 -9.770
H 0.470 9.146 5.263
H -1.786 -1.823 -4.778
H -4.801 0.945 -2.108
H -5.700 -0.289 -4.239
H 5.621 -5.709 2.662
H 7.476 -2.307 0.768
H 6.610 4.130 2.996
H -1.032 -4.075 5.207
H -0.712 -2.840 -5.733
H -6.551 1.175 -2.189
H 6.848 -1.054 -0.366
H -0.615 -0.649 -0.239
H -0.124 10.188 3.010
H 4.635 -2.084 -0.297
H 0.828 1.695 1.311
H -5.286 2.430 3.905
H 1.116 2.210 -5.169
H -2.405 -6.108 4.919
H -5.589 3.971 4.719
H 1.597 0.515 2.355
H -1.494 -5.894 3.430
H 0.731 -9.420 3.493
H 1.111 4.455 -1.298
H -2.872 -1.582 -9.360
H -1.083 8.499 4.597
H -4.202 3.696 2.068
H 5.809 2.035 3.777
H -0.992 -1.961 0.992
H -0.688 -10.479 3.109
H -0.358 5.016 -2.241
H 1.964 0.672 -3.403
H 4.325 2.738 4.404
H 5.158 4.993 3.750
H 3.951 -5.601 2.200
H 0.661 -1.534 0.697
H -0.217 -10.147 4.782
H -5.585 -2.448 -8.281
H -0.460 3.686 -1.084
H 2.529 3.141 -5.309
H -4.830 -0.756 -8.295
H -4.860 1.090 -4.779
H 4.389 -5.164 3.796
H -3.454 -3.165 -9.505
H -0.255 -5.382 6.173
H 6.872 -2.747 -0.806
H 2.702 0.610 -5.031
H -3.288 4.038 3.523
H 5.201 -1.422 1.215
H 3.551 1.498 -3.726
H -0.089 8.552 2.278
H -2.370 -3.348 -5.350
H 0.442 1.558 2.959

net charge	0
gap between HOMO and LUMO	9.93	eV
structure (SMILES)	CCOC(C)=O.CCOC(C)=O.CCOC(C)=O.CCOC(C)=O.CC(C)=O.BrCCBr.BrCCBr.BrCCBr.BrCCBr
relative energy (zero: lowest compared OMol25 entry of this formula, charge and spin)	0.000	eV
spin multiplicity	1

No. 7
Below is 2 unconnected molecules or ions with the total composition C6H12O, with properties calculated with the ωB97M-V functional and the def2-TZVPD basis.

Cartesian coordinates (Å):
O 1.312 -0.497 0.654
C -1.784 -0.377 0.501
C -1.851 0.865 0.039
C 0.957 0.786 0.895
C 1.038 1.832 0.076
C -1.525 -1.583 -0.353
C 2.175 -0.694 -0.447
H -1.878 -0.550 1.574
H 1.737 -0.333 -1.385
H 1.320 1.760 -0.968
H 3.120 -0.165 -0.268
H -1.982 1.723 0.694
H -1.685 1.089 -1.014
H 0.516 0.864 1.885
H -0.739 -2.213 0.078
H -2.431 -2.193 -0.447
H -1.209 -1.286 -1.360
H 0.685 2.792 0.433
H 2.353 -1.767 -0.522

net charge	0
gap between HOMO and LUMO	9.55	eV
structure (SMILES)	C=COC.C=CC
relative energy (zero: lowest compared OMol25 entry of this formula, charge and spin)	2.428	eV
spin multiplicity	1

No. 8
Below is 2 unconnected molecules or ions with the total composition C3H6N2O, with properties calculated with the ωB97M-V functional and the def2-TZVPD basis.

Cartesian coordinates (Å):
O 2.936 -0.363 -0.045
N 0.729 -1.145 -0.172
N 1.035 1.002 -0.205
C -0.338 0.782 -0.271
C 1.732 -0.192 -0.130
C -0.525 -0.551 -0.250
H -1.429 -1.135 -0.317
H -2.534 -0.003 1.230
H 1.504 1.889 -0.265
H 0.916 -2.122 -0.022
H -1.046 1.595 -0.301
H -3.045 0.254 0.757

net charge	0
gap between HOMO and LUMO	9.07	eV
structure (SMILES)	O=c1[nH]cc[nH]1.[H][H]
relative energy (zero: lowest compared OMol25 entry of this formula, charge and spin)	1.231	eV
spin multiplicity	1

No. 9
Below is a single C5H7NO molecule at a distorted geometry, with properties calculated with the ωB97M-V functional and the def2-TZVPD basis.

Cartesian coordinates (Å):
O 0.149 1.013 -2.040
N 1.546 -2.164 1.412
C 0.712 1.181 0.732
C 0.865 -1.258 1.178
C -0.044 -0.157 0.801
C -0.595 0.096 -1.798
C -0.815 -0.599 -0.474
H -0.776 -0.080 1.615
H -1.898 -0.571 -0.300
H 0.040 1.982 0.417
H -0.610 -1.657 -0.672
H 1.110 1.429 1.720
H 1.532 1.135 0.017
H -1.216 -0.350 -2.607

net charge	0
gap between HOMO and LUMO	10.89	eV
structure (SMILES)	C[C@H](C#N)CC=O
relative energy (zero: lowest compared OMol25 entry of this formula, charge and spin)	1.015	eV
spin multiplicity	1

| no. | energy (eV) |
| --- | --- |
| 1 | -8830.3087 |
| 2 | -12854.1354 |
| 3 | -80475.9368 |
| 4 | -332998.8968 |
| 5 | -9443.8721 |
| 6 | -607641.1620 |
| 7 | -8461.9259 |
| 8 | -8235.4678 |
| 9 | -8835.1878 |